Entry 1:
Molecular formula: C15H13Cl3N5O8S3SbSe4W
Method: DFT, ωB97M-V/def2-TZVPD

CARTESIAN COORDINATES (ANGSTROEM)
W (-1.020, 0.167, -0.161)
N (-1.723, -0.215, 5.368)
N (-0.687, 0.721, 5.337)
C (-0.067, 1.068, 4.168)
O (0.547, 2.126, 4.080)
O (-0.103, 0.164, 3.212)
H (-2.562, 0.212, 5.740)
H (-1.491, -1.004, 5.960)
H (-0.614, 1.415, 6.065)
O (-0.385, 1.586, 1.259)
S (0.891, 0.832, 1.770)
O (1.803, 1.477, 0.313)
O (0.558, -0.476, 0.950)
C (1.755, 2.724, -0.191)
C (3.001, 3.370, -0.189)
C (3.195, 4.644, -0.676)
C (2.116, 5.353, -1.183)
C (0.882, 4.740, -1.205)
C (0.663, 3.430, -0.755)
S (-1.114, 3.217, -1.231)
O (0.270, 0.420, -1.663)
O (-1.089, 2.922, -2.660)
O (-1.759, 1.848, -0.558)
H (3.823, 2.808, 0.233)
H (4.182, 5.087, -0.643)
H (2.229, 6.363, -1.553)
H (0.041, 5.298, -1.606)
N (2.013, -6.000, -2.578)
C (1.171, -5.950, -1.534)
S (0.766, -7.249, -0.622)
C (0.642, -4.586, -1.236)
C (1.444, -3.458, -1.337)
C (0.916, -2.216, -1.044)
N (-0.362, -2.040, -0.685)
C (-1.132, -3.133, -0.578)
C (-0.673, -4.406, -0.833)
H (2.403, -6.890, -2.839)
H (2.145, -5.212, -3.189)
H (2.489, -3.523, -1.608)
H (1.535, -1.334, -1.089)
H (-2.164, -2.982, -0.305)
H (-1.335, -5.253, -0.720)
Cl (0.202, -1.625, -4.350)
C (-0.357, 0.051, -4.012)
Cl (-1.776, 0.393, -4.981)
Cl (0.950, 1.165, -4.379)
C (-0.716, 0.074, -2.528)
N (-1.813, -0.286, -2.018)
Se (-2.778, 2.710, 2.922)
Sb (-3.938, 0.540, 2.750)
Se (-5.326, -0.695, 4.197)
Se (-4.745, 2.507, 1.479)
Se (-2.904, -0.898, 0.937)

Values from the calculation:
Multiplicity: 1
Largest force on an atom, eV/A: 1.55
ΔE to the lowest compared entry with this formula, charge and spin, eV: 3.6291

natural (NBO) population analysis, charges in e, atoms 1 to 2: 2.04 -0.65

Entry 2:
Molecular formula: C3H5NO2
Method: DFT, ωB97M-V/def2-TZVPD

CARTESIAN COORDINATES (ANGSTROEM)
C (-1.024, 1.397, -0.024)
N (0.097, 0.485, -0.099)
C (-0.012, -0.837, 0.143)
O (-1.021, -1.450, 0.450)
C (1.315, -1.582, -0.006)
O (2.348, -1.033, -0.307)
H (-1.909, 0.818, 0.245)
H (-0.853, 2.165, 0.738)
H (-1.195, 1.886, -0.988)
H (1.020, 0.819, -0.343)
H (1.235, -2.668, 0.189)

Values from the calculation:
Multiplicity: 1
Largest force on an atom, eV/A: 0.62
ΔE to the lowest compared entry with this formula, charge and spin, eV: 0.7202
SMILES: CNC(=O)C=O

natural (NBO) population analysis, charges in e, atoms 1 to 2: -0.42 -0.59

Entry 3:
Molecular formula: C3H8N3
Method: DFT, ωB97M-V/def2-TZVPD

CARTESIAN COORDINATES (ANGSTROEM)
C (2.082, 0.007, -0.626)
C (1.012, -1.087, -0.843)
C (-3.550, 0.708, 0.844)
N (0.325, 0.072, 0.877)
N (1.471, 0.575, 0.508)
N (0.020, -0.911, 0.062)
H (3.093, -0.323, -0.303)
H (2.152, 0.906, -1.449)
H (0.681, -1.335, -1.889)
H (1.534, -2.055, -0.734)
H (-3.393, 1.026, -0.174)
H (-2.773, 0.374, 1.472)
H (-4.567, 0.707, 1.227)
H (1.912, 1.336, 1.028)

Values from the calculation:
Total charge: +1
Multiplicity: 1
Largest force on an atom, eV/A: 4.62
ΔE to the lowest compared entry with this formula, charge and spin, eV: 7.6154

natural (NBO) population analysis, charges in e, atoms 1 to 2: -0.30 -0.37

Entry 4:
Molecular formula: CH7F3NO5P3S
Method: DFT, ωB97M-V/def2-TZVPD

CARTESIAN COORDINATES (ANGSTROEM)
N (3.579, -0.190, 2.681)
P (2.038, 0.193, 2.724)
P (1.071, -0.126, 0.780)
P (2.591, 0.223, -0.769)
O (2.201, 1.633, -1.562)
O (2.678, -1.090, -1.789)
H (3.886, -0.527, 1.775)
H (1.910, 1.558, 3.098)
H (1.377, -0.588, 3.711)
H (-0.076, 0.734, 0.697)
H (0.604, -1.475, 0.717)
H (3.043, 2.015, -1.821)
H (2.067, -1.030, -2.539)
C (-3.140, -0.135, -1.797)
F (-3.056, 1.119, -2.255)
F (-3.994, -0.774, -2.592)
F (-1.929, -0.697, -2.002)
S (-3.648, -0.202, -0.018)
O (-4.945, 0.443, 0.011)
O (-2.588, 0.539, 0.661)
O (-3.669, -1.622, 0.290)

Values from the calculation:
Multiplicity: 1
Largest force on an atom, eV/A: 3.77
E, eV: -59728.4757

natural (NBO) population analysis, charges in e, atoms 1 to 2: -1.24 1.04